{"formula": "C33H34BrCuO2P", "method": "ωB97M-V with the def2-TZVPD basis set", "elements": ["Cu", "C", "C", "C", "C", "C", "C", "C", "Br", "C", "O", "C", "C", "C", "C", "C", "C", "H", "H", "H", "H", "H", "H", "H", "H", "H", "H", "H", "H", "H", "H", "H", "H", "H", "H", "H", "H", "O", "C", "C", "C", "C", "C", "C", "C", "P", "C", "C", "C", "C", "C", "C", "C", "C", "C", "C", "C", "C", "H", "H", "H", "H", "H", "H", "H", "H", "H", "H", "H", "H", "H", "H"], "positions_angstrom": [[-0.8616, -1.2703, -2.1957], [4.0383, -2.0629, 3.7265], [4.1586, -1.9893, 2.2038], [5.0326, -3.1577, 1.7257], [4.8394, -0.6597, 1.8406], [2.7916, -2.0603, 1.5171], [2.7166, -2.0435, 0.1328], [1.4799, -2.0621, -0.4770], [1.4364, -1.9846, -2.4231], [0.2423, -2.0887, 0.1903], [-0.9020, -2.0650, -0.4398], [0.3352, -2.1817, 1.6115], [1.5837, -2.1410, 2.2134], [-0.9309, -2.3966, 2.4464], [-1.9425, -1.2582, 2.2545], [-0.6338, -2.4807, 3.9461], [-1.5530, -3.7389, 2.0195], [5.0312, -2.0135, 4.1772], [3.5715, -2.9979, 4.0412], [3.4524, -1.2291, 4.1181], [5.9900, -3.1587, 2.2519], [5.2365, -3.0876, 0.6567], [4.5309, -4.1076, 1.9157], [5.8498, -0.6186, 2.2555], [4.2740, 0.1804, 2.2477], [4.9089, -0.5328, 0.7599], [3.6078, -2.0244, -0.4813], [1.6144, -2.1792, 3.2924], [-1.5215, -0.3217, 2.6166], [-2.8543, -1.4697, 2.8206], [-2.2125, -1.1382, 1.2097], [-0.2085, -1.5495, 4.3291], [0.0452, -3.3042, 4.1782], [-1.5697, -2.6605, 4.4772], [-1.8575, -3.7060, 0.9752], [-2.4291, -3.9592, 2.6344], [-0.8260, -4.5441, 2.1458], [-3.2437, -2.3850, -2.8578], [-2.7245, -1.3255, -2.6794], [-3.4658, -0.0306, -2.6828], [-4.8589, -0.0607, -2.7487], [-5.5761, 1.1164, -2.8483], [-4.9015, 2.3299, -2.8893], [-3.5180, 2.3671, -2.8067], [-2.7851, 1.1886, -2.6903], [-0.9600, 1.1442, -2.5413], [-0.4864, 2.8057, -3.1885], [-0.7113, 3.0471, -4.5458], [-0.3918, 4.2708, -5.1083], [0.1769, 5.2666, -4.3269], [0.4339, 5.0242, -2.9868], [0.1119, 3.7994, -2.4176], [-0.6890, 1.5089, -0.7697], [0.5991, 1.2975, -0.2850], [0.9549, 1.7475, 0.9775], [0.0331, 2.4387, 1.7476], [-1.2547, 2.6438, 1.2723], [-1.6232, 2.1693, 0.0235], [-5.3548, -1.0222, -2.7227], [-6.6563, 1.0889, -2.9063], [-5.4576, 3.2536, -2.9881], [-3.0039, 3.3189, -2.8359], [-1.1548, 2.2662, -5.1539], [-0.5817, 4.4506, -6.1588], [0.4231, 6.2273, -4.7602], [0.8860, 5.7902, -2.3699], [0.3225, 3.6390, -1.3705], [1.3373, 0.8122, -0.9116], [1.9515, 1.5572, 1.3498], [0.3084, 2.8137, 2.7255], [-1.9726, 3.1807, 1.8799], [-2.6313, 2.3233, -0.3392]], "mulliken_charge": [-1.28, -2.16, 2.08, -1.71, -1.60, -0.64, -0.55, -0.70, -0.25, 2.23, -1.26, -0.50, 0.52, 2.07, -1.42, -2.38, -1.66, 0.45, 0.39, 0.38, 0.47, 0.30, 0.38, 0.46, 0.29, 0.31, 0.45, 0.61, 0.25, 0.51, 0.10, 0.40, 0.41, 0.47, 0.28, 0.46, 0.34, -0.53, 0.78, -0.09, -0.71, -0.61, -0.60, -0.26, 0.47, 1.29, 0.14, -0.15, -0.73, -0.44, -0.76, -0.17, 0.79, -0.41, -0.53, -0.69, -0.85, -0.18, 0.51, 0.40, 0.42, 0.47, 0.41, 0.40, 0.39, 0.42, 0.25, 0.39, 0.42, 0.42, 0.40, 0.42], "s2": 0.757, "spin_multiplicity": 2, "gap_ha": [0.2615, 0.2294], "e_tot_ha": -5984.217254, "molar_mass_g_mol": 637.06, "e_homo_ev": [-7.266, -7.240], "lumo_energy_ev": [-0.15, -1.00]}